Record 1
This record from the Open Molecules 2025 dataset describes a molecular structure, C30H76Mn2O21P3. The level of theory is ωB97M-V/def2-TZVPD.

The value obtained for the highest occupied orbital energy (spin up / spin down) is -0.364 / -0.421 Eh. Its LUMO energy (spin up / spin down) is -1.942 / -2.355 eV. The value obtained for the strongest force on any atom is 5.52 eV Å⁻¹. Its orbital gap (spin up / spin down) is 7.97 / 9.09 eV.

The geometry in ORCA input format:
```
! wB97M-V def2-TZVPD RIJCOSX def2/J DEFGRID3
* xyz 1 11
Mn -0.970 -1.790 -0.465
Mn 0.354 -3.740 0.983
O 0.426 -1.511 0.941
H 0.679 -1.023 1.749
O -1.657 -3.311 0.781
H -2.369 -3.392 1.445
O 0.172 -3.400 -1.131
H 0.667 -3.830 -1.855
C -1.926 0.840 1.043
O -2.286 -0.360 0.325
C -3.330 -0.052 -0.644
C -3.850 -1.298 -1.190
O -2.759 -2.086 -1.725
C -3.233 -3.413 -2.131
C -4.087 -3.480 -3.453
O -3.240 -3.100 -4.590
C -3.862 -3.253 -5.850
H -1.152 0.591 1.769
H -2.827 1.125 1.585
H -1.602 1.711 0.473
H -2.943 0.634 -1.397
H -4.154 0.356 -0.057
H -4.540 -0.988 -1.975
H -4.466 -1.834 -0.468
H -3.840 -3.809 -1.317
H -2.402 -4.087 -2.340
H -4.946 -2.810 -3.464
H -4.403 -4.522 -3.507
H -3.233 -3.024 -6.710
H -4.810 -2.736 -5.999
H -4.159 -4.298 -5.935
C -0.200 -6.391 -0.647
O 0.691 -5.722 0.229
C 1.993 -6.033 -0.244
C 2.931 -5.264 0.718
O 2.524 -3.869 0.783
C 3.310 -3.039 1.652
C 4.807 -2.983 1.162
O 5.571 -4.166 1.372
C 6.877 -4.011 0.946
H -1.181 -6.178 -0.223
H -0.074 -7.473 -0.686
H -0.105 -5.983 -1.654
H 2.140 -5.691 -1.269
H 2.133 -7.113 -0.279
H 3.983 -5.409 0.471
H 2.963 -5.644 1.739
H 3.286 -3.337 2.700
H 2.965 -2.005 1.669
H 5.126 -2.085 1.690
H 4.785 -2.717 0.105
H 6.917 -3.813 -0.126
H 7.480 -4.904 1.103
H 7.425 -3.160 1.349
C -2.791 5.820 1.432
C -1.453 5.075 1.206
O -0.702 5.523 0.126
P -0.419 4.619 -1.226
O 0.270 5.312 -2.347
O 0.347 3.311 -0.684
C 1.640 3.424 -0.081
C 1.719 2.291 1.001
O -1.925 4.023 -1.520
C -2.832 4.684 -2.273
C -4.216 4.154 -1.912
H -3.557 5.506 0.723
H -3.118 5.664 2.459
H -2.690 6.905 1.410
H -0.802 5.202 2.071
H -1.510 3.987 1.173
H 2.380 3.263 -0.865
H 1.820 4.436 0.281
H 2.619 1.708 0.806
H 1.576 2.758 1.975
H 0.923 1.576 0.793
H -2.734 5.746 -2.045
H -2.554 4.453 -3.301
H -4.885 4.363 -2.747
H -4.261 3.087 -1.694
H -4.548 4.643 -0.996
C 0.694 2.304 -5.814
C 0.879 2.542 -4.311
O 0.081 1.757 -3.395
P 0.577 0.244 -2.980
O -0.322 -0.500 -2.041
O 2.045 0.513 -2.362
C 2.768 -0.484 -1.750
C 3.662 -1.273 -2.712
O 0.980 -0.455 -4.375
C 0.205 -1.530 -4.797
C 0.441 -1.806 -6.344
H 1.311 2.951 -6.438
H 0.970 1.297 -6.127
H -0.334 2.335 -6.176
H 1.930 2.486 -4.028
H 0.566 3.567 -4.111
H 3.342 -0.053 -0.930
H 2.108 -1.185 -1.239
H 2.971 -1.865 -3.313
H 4.195 -0.603 -3.387
H 4.308 -1.840 -2.042
H 0.543 -2.397 -4.230
H -0.844 -1.370 -4.548
H 1.516 -1.866 -6.511
H -0.072 -2.752 -6.517
H -0.137 -1.054 -6.881
C -3.141 3.605 4.395
C -2.557 2.412 5.198
O -1.226 2.070 4.779
P 0.088 2.924 5.186
O 0.187 4.240 4.476
O 0.066 3.032 6.837
C 1.136 3.669 7.470
C 2.365 2.762 7.577
O 1.290 1.987 4.886
C 1.517 0.687 5.295
C 1.041 -0.283 4.227
H -2.496 4.470 4.551
H -3.217 3.321 3.345
H -4.184 3.809 4.638
H -2.443 2.663 6.253
H -3.193 1.527 5.204
H 1.399 4.548 6.882
H 0.863 4.154 8.407
H 3.058 3.072 8.360
H 1.978 1.799 7.909
H 2.875 2.522 6.644
H 2.567 0.492 5.514
H 1.160 0.401 6.284
H 1.489 -0.076 3.255
H 1.113 -1.332 4.512
H -0.018 -0.090 4.055
*
```

Atomic partial charges in e from the Löwdin method, atoms 1 to 5: atom 1 (Mn): 0.737, atom 2 (Mn): 0.963, atom 3 (O): -0.392, atom 4 (H): -0.041, atom 5 (O): -0.405

=====

Record 2
This record from the Open Molecules 2025 dataset describes a molecular structure, C30H77F6HgN8O11S2. The level of theory is ωB97M-V/def2-TZVPD.

The value obtained for the highest occupied orbital energy is -0.377 Eh. Its LUMO energy is -4.327 eV. The value obtained for the relative energy (zero: lowest compared OMol25 entry of this formula, charge and spin) is 0.0000 eV. The value obtained for the strongest force on any atom is 3.65 eV Å⁻¹. Its orbital gap is 5.94 eV.

The geometry in ORCA input format:
```
! wB97M-V def2-TZVPD RIJCOSX def2/J DEFGRID3
* xyz 1 1
Hg 15.123 4.672 -15.842
C 11.743 3.326 -18.174
F 11.523 4.595 -18.332
F 10.712 2.616 -18.513
F 12.782 2.994 -18.954
S 12.215 2.875 -16.384
O 11.035 2.493 -15.679
O 13.265 1.909 -16.491
N 12.941 4.320 -15.817
S 11.867 5.282 -15.130
O 12.481 6.572 -14.888
O 10.605 5.370 -15.800
C 11.545 4.692 -13.341
F 10.259 4.475 -13.198
F 12.163 3.529 -13.098
F 11.964 5.597 -12.506
C 8.022 0.576 -13.116
C 7.437 -0.546 -13.985
C 7.164 -0.057 -15.414
O 6.677 -1.174 -16.132
C 6.590 -0.895 -17.513
N 8.475 -1.586 -13.971
H 7.183 1.160 -12.707
H 8.644 1.280 -13.666
H 8.419 0.150 -12.197
H 6.513 -0.906 -13.534
H 8.121 0.365 -15.750
H 6.395 0.725 -15.371
H 5.657 -0.404 -17.816
H 6.511 -1.872 -17.996
H 7.441 -0.329 -17.892
H 9.322 -1.112 -14.377
H 8.357 -2.195 -14.794
C 13.670 2.161 -8.675
C 12.366 2.918 -8.889
C 11.238 2.101 -9.501
O 10.063 2.866 -9.552
C 9.018 2.176 -10.192
N 11.961 3.452 -7.587
H 14.038 1.700 -9.590
H 13.398 1.345 -8.001
H 14.412 2.797 -8.202
H 12.407 3.747 -9.611
H 10.983 1.250 -8.833
H 11.514 1.543 -10.413
H 8.111 2.769 -10.161
H 8.846 1.212 -9.698
H 9.287 1.964 -11.228
H 12.075 2.834 -6.796
H 10.969 3.660 -7.674
C 16.706 3.610 -19.925
C 16.253 4.356 -18.660
C 15.409 5.575 -18.997
O 14.842 6.105 -17.779
C 14.022 7.251 -17.948
N 15.413 3.412 -17.855
H 17.100 4.297 -20.678
H 15.899 3.019 -20.346
H 17.561 3.003 -19.620
H 17.051 4.757 -18.028
H 14.552 5.415 -19.657
H 16.108 6.302 -19.420
H 13.271 7.098 -18.733
H 14.600 8.125 -18.268
H 13.490 7.481 -17.029
H 15.812 2.469 -17.920
H 14.539 3.300 -18.367
C 18.317 -0.682 -19.373
C 16.839 -0.986 -19.697
C 15.934 0.104 -19.134
O 16.212 0.321 -17.759
C 15.444 -0.488 -16.903
N 16.642 -1.019 -21.138
H 18.622 0.332 -19.662
H 18.928 -1.270 -20.060
H 18.531 -0.803 -18.312
H 16.544 -1.942 -19.263
H 14.868 -0.116 -19.272
H 16.091 1.037 -19.687
H 15.714 -0.397 -15.845
H 15.486 -1.541 -17.185
H 14.405 -0.140 -16.822
H 16.778 -0.138 -21.619
H 17.248 -1.673 -21.616
C 8.204 11.820 -15.399
C 7.826 10.848 -16.525
C 8.766 9.670 -16.492
O 10.095 10.100 -16.435
C 11.029 9.050 -16.494
N 6.415 10.390 -16.358
H 9.102 12.413 -15.562
H 8.363 11.285 -14.460
H 7.354 12.492 -15.255
H 7.838 11.341 -17.497
H 8.592 9.009 -17.365
H 8.521 8.899 -15.738
H 11.389 8.777 -15.501
H 11.916 9.467 -16.983
H 10.614 8.223 -17.071
H 5.921 11.259 -16.555
H 6.269 10.206 -15.368
C 11.986 -0.228 -13.201
C 12.030 -0.955 -14.541
C 11.970 -2.478 -14.375
O 13.191 -3.107 -14.700
C 14.131 -3.072 -13.645
N 10.870 -0.506 -15.342
H 12.285 0.819 -13.363
H 12.707 -0.657 -12.508
H 10.985 -0.143 -12.780
H 12.923 -0.689 -15.117
H 11.243 -2.905 -15.074
H 11.509 -2.799 -13.431
H 14.155 -2.082 -13.181
H 15.145 -3.244 -14.016
H 13.930 -3.887 -12.943
H 10.869 -0.888 -16.291
H 11.034 0.480 -15.585
C 15.413 1.309 -13.040
C 15.187 2.648 -13.721
C 15.311 3.802 -12.728
O 14.975 4.996 -13.433
C 14.930 6.141 -12.538
N 16.168 2.793 -14.841
H 15.296 0.465 -13.723
H 14.613 1.147 -12.309
H 16.360 1.216 -12.504
H 14.205 2.696 -14.183
H 16.363 3.839 -12.414
H 14.668 3.593 -11.878
H 14.552 6.959 -13.140
H 15.938 6.416 -12.225
H 14.312 5.830 -11.705
H 17.101 2.624 -14.438
H 16.192 1.968 -15.451
*
```

Atomic partial charges in e from the Löwdin method, atoms 1 to 5: atom 1 (Hg): 1.268, atom 2 (C): -0.683, atom 3 (F): 0.185, atom 4 (F): 0.208, atom 5 (F): 0.113

=====

Record 3
This record from the Open Molecules 2025 dataset describes 6 unconnected molecules or ions with the total composition C30H77N5O11. The level of theory is ωB97M-V/def2-TZVPD.

The value obtained for the highest occupied orbital energy is -0.311 Eh. Its LUMO energy is 0.700 eV. The value obtained for the relative energy (zero: lowest compared OMol25 entry of this formula, charge and spin) is 0.4268 eV. The value obtained for the strongest force on any atom is 2.43 eV Å⁻¹. Its orbital gap is 9.16 eV.

The geometry in ORCA input format:
```
! wB97M-V def2-TZVPD RIJCOSX def2/J DEFGRID3
* xyz 0 1
C -2.468 -3.732 -1.524
O -2.290 -2.343 -1.641
C -0.961 -1.953 -1.786
C -0.822 -0.517 -2.181
N -1.704 -0.097 -3.229
C -1.517 1.321 -3.507
C -2.742 1.872 -4.199
O -3.930 1.661 -3.458
C -4.134 2.566 -2.406
H -2.400 -4.167 -2.528
H -3.465 -3.953 -1.146
H -1.731 -4.147 -0.829
H -0.429 -2.538 -2.566
H -0.387 -2.193 -0.878
H 0.246 -0.313 -2.308
H -0.959 0.092 -1.260
H -2.668 -0.135 -2.909
H -0.683 1.493 -4.205
H -1.217 1.902 -2.621
H -2.878 1.413 -5.180
H -2.661 2.948 -4.432
H -3.962 3.603 -2.746
H -3.403 2.469 -1.590
H -5.139 2.423 -2.024
C -3.322 2.752 1.275
O -3.045 1.465 0.823
C -2.918 0.565 1.902
C -2.455 -0.768 1.387
N -2.697 -1.755 2.420
C -2.164 -3.085 2.125
C -2.483 -4.054 3.251
O -2.440 -5.355 2.725
C -2.537 -6.334 3.741
H -4.313 2.718 1.750
H -3.345 3.434 0.430
H -2.584 3.094 2.008
H -3.911 0.473 2.364
H -2.179 0.926 2.630
H -1.427 -0.775 1.014
H -3.031 -0.992 0.473
H -3.688 -1.857 2.603
H -1.091 -2.931 1.993
H -2.592 -3.468 1.189
H -3.455 -3.875 3.730
H -1.716 -3.856 4.016
H -2.152 -7.282 3.363
H -3.578 -6.440 4.056
H -1.869 -6.096 4.577
C 0.587 2.829 -0.123
O 0.575 3.822 -1.107
C -0.663 4.518 -1.143
C -0.606 5.578 -2.234
N -1.904 6.314 -2.226
C -1.764 7.728 -2.513
C -1.557 8.556 -1.258
O -0.172 8.910 -1.172
C 0.031 10.062 -0.407
H 0.272 1.836 -0.448
H -0.014 3.101 0.759
H 1.596 2.758 0.296
H -0.913 4.931 -0.162
H -1.440 3.804 -1.453
H -0.477 5.077 -3.196
H 0.233 6.233 -1.999
H -2.421 5.852 -2.965
H -2.663 8.076 -3.041
H -1.022 8.017 -3.272
H -1.834 7.980 -0.371
H -2.155 9.475 -1.267
H 1.089 10.154 -0.170
H -0.506 10.034 0.554
H -0.337 10.972 -0.902
C 4.494 1.294 0.378
O 4.317 -0.048 0.068
C 4.696 -0.400 -1.254
C 4.375 -1.861 -1.430
N 4.651 -2.396 -2.749
C 3.709 -1.829 -3.769
C 2.310 -2.381 -3.650
O 2.310 -3.733 -4.042
C 1.052 -4.354 -3.815
H 4.119 1.964 -0.408
H 5.554 1.569 0.505
H 4.002 1.537 1.318
H 5.778 -0.220 -1.353
H 4.231 0.306 -1.954
H 3.338 -2.037 -1.074
H 4.907 -2.412 -0.646
H 4.377 -3.375 -2.706
H 4.149 -2.101 -4.730
H 3.755 -0.746 -3.687
H 1.697 -1.835 -4.391
H 1.864 -2.181 -2.668
H 1.207 -5.419 -3.956
H 0.318 -3.992 -4.546
H 0.681 -4.112 -2.814
C 0.605 0.073 3.828
O 1.421 -0.729 2.959
C 2.781 -0.829 3.352
C 3.403 -1.903 2.461
N 3.141 -3.284 2.867
C 1.757 -3.750 2.648
C 1.580 -5.085 3.317
O 1.365 -4.843 4.703
C 1.584 -5.977 5.513
H -0.156 -0.580 4.256
H 0.220 0.913 3.252
H 1.181 0.458 4.674
H 2.820 -1.136 4.403
H 3.351 0.099 3.214
H 4.487 -1.789 2.502
H 3.010 -1.805 1.458
H 3.396 -3.428 3.838
H 1.658 -3.867 1.565
H 1.037 -3.037 3.048
H 2.354 -5.820 3.074
H 0.644 -5.549 2.957
H 1.128 -5.809 6.488
H 2.664 -6.075 5.677
H 1.168 -6.901 5.100
O 1.373 -0.481 0.142
H 1.169 -0.300 1.074
H 2.329 -0.599 0.129
*
```

Atomic partial charges in e from the Löwdin method, atoms 1 to 5: atom 1 (C): -0.108, atom 2 (O): -0.187, atom 3 (C): -0.258, atom 4 (C): -0.239, atom 5 (N): -0.017